DFT (wB97M-V/def2-TZVPD) results for CH2ClNOS as an isolated structure.

The calculation puts the max |F| at 0.09584 hartree/bohr. For the energy above the lowest of the compared OMol25 structures with the same formula, charge and spin, the calculation gives 36.0 kcal/mol. For the frontier orbital gap, the calculation gives 9.23 eV. Its spin multiplicity is 1. The value obtained for the HOMO energy is -0.327 hartree. The calculation puts the LUMO energy at 0.34 eV.

Each line ends with the natural charge from an NBO analysis.
Geometry (Å):
1 C 1.177 0.262 0.137  0.593
2 N -0.501 -0.522 -0.103  -0.893
3 O 1.245 1.434 0.123  -0.478
4 S -1.757 0.479 -0.459  0.244
5 Cl 2.368 -0.909 0.230  0.060
6 H -0.323 -1.284 -0.741  0.379
7 H -2.209 0.540 0.813  0.094

***

DFT (wB97M-V/def2-TZVPD) results for one molecule with the formula H4N4.

The calculation puts the max |F| at 0.09187 hartree/bohr. For the energy above the lowest of the compared OMol25 structures with the same formula, charge and spin, the calculation gives 83.0 kcal/mol. For the frontier orbital gap, the calculation gives 9.83 eV. Its spin multiplicity is 1. The value obtained for the HOMO energy is -0.326 hartree. The calculation puts the LUMO energy at 0.96 eV.

Each line ends with the natural charge from an NBO analysis.
Geometry (Å):
1 N 1.703 0.158 -0.168  -0.224
2 N -0.467 1.153 0.006  -0.804
3 N -0.243 -1.208 -0.096  -0.720
4 N 0.585 0.048 -0.086  0.211
5 H -0.049 2.062 -0.196  0.393
6 H -1.459 0.916 -0.057  0.397
7 H 0.471 -1.993 -0.310  0.381
8 H -0.541 -1.136 0.909  0.366

***

DFT (wB97M-V/def2-TZVPD) results for C48H46Cl2MgN5P2S2Te as an isolated structure.

The net charge is -1. The calculation puts the max |F| at 0.00968 hartree/bohr. For the energy above the lowest of the compared OMol25 structures with the same formula, charge and spin, the calculation gives 0.0 kcal/mol. For the frontier orbital gap, the calculation gives 6.33 eV. Its spin multiplicity is 1. The value obtained for the HOMO energy is -0.171 hartree. The calculation puts the LUMO energy at 1.69 eV.

Each line ends with the Mulliken charge.
Geometry (Å):
1 Mg 1.154 -0.817 1.275  2.671
2 C 4.933 -3.355 -1.878  -0.573
3 S 5.328 -1.745 -1.191  -0.055
4 C 3.964 -1.387 -0.145  0.349
5 S 2.677 -2.479 0.076  -0.660
6 N 4.130 -0.197 0.394  -1.602
7 N 3.199 0.111 1.342  0.981
8 C 3.444 1.146 2.043  -0.990
9 C 2.534 1.480 3.132  0.705
10 C 2.694 2.639 3.880  -1.032
11 C 1.798 2.891 4.907  -0.426
12 C 0.798 1.969 5.163  -0.949
13 C 0.717 0.834 4.365  -0.147
14 N 1.555 0.595 3.367  0.038
15 H 5.782 -3.613 -2.512  0.382
16 H 4.030 -3.314 -2.480  0.031
17 H 4.823 -4.101 -1.095  0.272
18 H 4.339 1.740 1.873  0.282
19 H 3.491 3.331 3.643  0.442
20 H 1.880 3.795 5.496  0.438
21 H 0.081 2.118 5.958  0.458
22 H -0.051 0.086 4.526  0.393
23 Te -1.694 -0.717 -3.567  0.206
24 C -2.332 1.094 -4.520  -0.033
25 C -1.406 2.020 -4.992  0.051
26 C -1.850 3.228 -5.508  -0.404
27 N -3.136 3.565 -5.606  -0.710
28 C -4.021 2.665 -5.183  -0.371
29 C -3.675 1.436 -4.639  -0.167
30 C -0.804 -0.030 -1.845  -1.325
31 P -1.576 -0.082 -0.274  2.013
32 C -2.889 -1.358 -0.277  0.273
33 C -4.217 -1.109 -0.623  -0.461
34 C -5.152 -2.134 -0.621  -0.650
35 C -4.770 -3.423 -0.276  -0.593
36 C -3.452 -3.684 0.068  -0.508
37 C -2.519 -2.657 0.071  -0.621
38 C -2.638 1.424 -0.100  -0.304
39 C -3.204 1.746 1.135  -0.177
40 C -3.953 2.900 1.300  -0.602
41 C -4.162 3.759 0.226  -0.763
42 C -3.618 3.448 -1.011  -0.678
43 C -2.863 2.290 -1.166  0.172
44 P 0.917 0.180 -1.576  0.671
45 C 1.384 1.957 -1.789  0.763
46 C 0.520 2.902 -2.336  0.284
47 C 0.913 4.225 -2.491  -1.028
48 C 2.179 4.626 -2.084  -0.938
49 C 3.041 3.696 -1.513  -0.712
50 C 2.647 2.373 -1.365  -0.423
51 C 1.714 -0.518 -3.065  0.474
52 C 2.283 0.243 -4.082  -0.489
53 C 2.773 -0.363 -5.232  -0.768
54 C 2.693 -1.738 -5.385  -0.689
55 C 2.124 -2.507 -4.379  -0.667
56 C 1.646 -1.903 -3.227  -0.844
57 H -0.345 1.807 -4.949  0.431
58 H -1.134 3.963 -5.863  0.409
59 H -5.067 2.944 -5.267  0.377
60 H -4.449 0.766 -4.283  0.358
61 H -4.518 -0.105 -0.894  0.363
62 H -6.180 -1.926 -0.893  0.387
63 H -5.502 -4.222 -0.271  0.369
64 H -3.148 -4.683 0.356  0.407
65 H -1.498 -2.860 0.374  0.265
66 H -3.045 1.088 1.982  0.165
67 H -4.375 3.134 2.270  0.414
68 H -4.747 4.661 0.356  0.313
69 H -3.780 4.100 -1.862  0.454
70 H -2.435 2.051 -2.129  -0.512
71 H -0.468 2.584 -2.639  0.205
72 H 0.227 4.944 -2.927  0.429
73 H 2.491 5.657 -2.202  0.279
74 H 4.029 4.002 -1.190  0.410
75 H 3.330 1.651 -0.926  0.341
76 H 2.344 1.319 -3.983  0.446
77 H 3.211 0.246 -6.013  0.420
78 H 3.069 -2.208 -6.285  0.363
79 H 2.051 -3.582 -4.491  0.512
80 H 1.201 -2.507 -2.446  0.441
81 Cl 0.123 2.465 1.299  0.244
82 C 0.032 4.185 0.924  0.154
83 Cl 0.394 5.196 2.338  -0.214
84 H -0.983 4.396 0.601  0.117
85 H 0.759 4.402 0.152  -0.159
86 C 1.440 -4.641 5.100  -0.846
87 N 1.966 -4.225 3.817  0.090
88 C 2.646 -2.948 3.929  -0.772
89 C 0.961 -4.252 2.746  -1.745
90 C -0.234 -3.343 2.953  1.545
91 C -1.336 -3.889 3.618  -0.444
92 C -2.446 -3.124 3.942  -0.975
93 C -2.442 -1.780 3.603  -1.146
94 C -1.350 -1.258 2.920  -0.196
95 C -0.217 -1.995 2.547  0.544
96 H 2.264 -4.749 5.809  0.334
97 H 0.943 -5.609 5.002  0.307
98 H 0.712 -3.933 5.529  0.232
99 H 3.454 -3.040 4.660  0.428
100 H 1.983 -2.130 4.252  0.326
101 H 3.080 -2.676 2.966  0.047
102 H 0.628 -5.291 2.653  0.670
103 H 1.477 -3.989 1.823  -0.342
104 H -1.319 -4.944 3.881  0.348
105 H -3.296 -3.569 4.446  0.355
106 H -3.295 -1.150 3.833  0.412
107 H -1.413 -0.211 2.624  0.653

***

DFT (wB97M-V/def2-TZVPD) results for one molecule with the formula C4H6N2O.

The calculation puts the max |F| at 0.00969 hartree/bohr. For the energy above the lowest of the compared OMol25 structures with the same formula, charge and spin, the calculation gives 33.2 kcal/mol. Its SMILES is N[C@@H]1C=CC(O)=N1. For the frontier orbital gap, the calculation gives 9.98 eV. Its spin multiplicity is 1. The value obtained for the HOMO energy is -0.341 hartree. The calculation puts the LUMO energy at 0.70 eV.

Each line ends with the natural charge from an NBO analysis.
Geometry (Å):
1 N -2.140 -0.474 -0.259  -0.820
2 C -0.850 -0.126 0.317  0.040
3 C -0.194 1.129 -0.205  -0.129
4 C 1.104 0.853 -0.355  -0.329
5 C 1.243 -0.583 -0.045  0.506
6 O 2.423 -1.233 -0.075  -0.645
7 N 0.151 -1.176 0.254  -0.462
8 H -2.859 0.043 0.243  0.355
9 H -2.308 -1.456 -0.052  0.373
10 H -0.910 0.019 1.402  0.189
11 H -0.693 2.080 -0.352  0.220
12 H 1.902 1.514 -0.677  0.219
13 H 3.132 -0.590 -0.196  0.481

***

DFT (wB97M-V/def2-TZVPD) results for C41H48BrClN5O4S2W as an isolated structure.

The net charge is +1. The calculation puts the max |F| at 0.01862 hartree/bohr. For the energy above the lowest of the compared OMol25 structures with the same formula, charge and spin, the calculation gives 12.6 kcal/mol. For the frontier orbital gap (spin up / spin down), the calculation gives 7.45 / 7.53 eV. Its spin multiplicity is 3. The value obtained for the HOMO energy (spin up / spin down) is -0.359 / -0.386 hartree. The calculation puts the LUMO energy (spin up / spin down) at -2.33 / -2.98 eV.

Each line ends with the Mulliken spin population.
Geometry (Å):
1 W 0.217 0.356 0.157  1.700
2 S 0.376 0.976 4.740  0.019
3 C 1.986 1.302 4.182  -0.002
4 C 3.075 1.697 4.952  0.004
5 C 4.263 1.953 4.304  -0.003
6 C 4.354 1.813 2.914  0.004
7 C 3.275 1.412 2.157  0.009
8 C 2.063 1.143 2.797  -0.001
9 N 0.840 0.743 2.225  -0.003
10 C -0.104 0.653 3.131  0.063
11 C -1.452 0.356 2.698  -0.024
12 C -2.538 0.268 3.567  -0.029
13 C -3.796 0.015 3.058  0.041
14 C -3.946 -0.165 1.684  -0.031
15 C -2.849 -0.093 0.843  0.061
16 C -1.560 0.182 1.314  -0.060
17 H 2.985 1.808 6.025  0.000
18 H 5.128 2.266 4.872  0.000
19 H 5.293 2.022 2.419  0.000
20 H 3.375 1.287 1.094  0.012
21 H -2.393 0.405 4.634  0.002
22 H -4.650 -0.052 3.719  0.002
23 H -4.924 -0.392 1.275  0.000
24 H -2.998 -0.326 -0.207  0.013
25 C -2.276 -6.358 -4.097  0.002
26 C -3.266 -5.521 -3.275  0.002
27 C -3.897 -6.421 -2.212  0.000
28 C -4.379 -4.996 -4.191  0.001
29 C -2.524 -4.340 -2.651  0.011
30 C -2.405 -4.151 -1.288  -0.001
31 C -1.726 -3.050 -0.784  0.011
32 Br -1.640 -3.033 1.126  0.000
33 C -1.119 -2.074 -1.596  -0.006
34 O -0.504 -1.004 -1.087  0.011
35 C -1.171 -2.305 -2.997  -0.002
36 C -1.895 -3.400 -3.457  -0.012
37 C -0.507 -1.448 -4.098  0.006
38 C 0.531 -0.447 -3.600  -0.026
39 C 0.249 -2.361 -5.085  0.002
40 C -1.608 -0.697 -4.862  0.002
41 H -2.789 -7.204 -4.558  0.000
42 H -1.479 -6.747 -3.459  0.000
43 H -1.816 -5.770 -4.894  0.000
44 H -4.423 -7.244 -2.699  0.000
45 H -4.623 -5.875 -1.605  0.000
46 H -3.144 -6.855 -1.551  0.000
47 H -4.917 -5.832 -4.644  0.000
48 H -3.983 -4.378 -4.999  0.000
49 H -5.093 -4.396 -3.624  0.000
50 H -2.838 -4.845 -0.583  0.000
51 H -1.965 -3.541 -4.526  -0.001
52 H 1.316 -0.933 -3.021  -0.005
53 H 0.115 0.333 -2.974  0.018
54 H 1.002 0.030 -4.464  0.000
55 H 1.018 -2.934 -4.562  0.000
56 H 0.743 -1.744 -5.840  0.000
57 H -0.395 -3.061 -5.614  0.000
58 H -2.198 -0.075 -4.184  0.000
59 H -2.297 -1.389 -5.348  0.000
60 H -1.170 -0.059 -5.634  0.000
61 Cl 4.906 6.768 -3.036  0.001
62 C 4.023 5.429 -2.397  0.006
63 C 4.044 4.215 -3.072  -0.003
64 C 3.336 3.146 -2.556  0.006
65 C 2.609 3.290 -1.380  0.014
66 C 2.599 4.510 -0.712  0.006
67 C 3.306 5.586 -1.218  -0.003
68 C 1.858 2.143 -0.838  0.075
69 O 1.161 2.270 0.224  0.005
70 O 1.871 1.012 -1.375  0.003
71 H 4.614 4.120 -3.986  0.000
72 H 3.340 2.186 -3.057  0.001
73 H 2.034 4.603 0.206  -0.001
74 H 3.310 6.540 -0.710  0.000
75 C -3.221 2.839 -1.046  0.006
76 S -2.161 1.640 -1.833  0.008
77 C -1.761 2.599 -3.281  -0.001
78 O -0.853 1.739 -1.029  0.039
79 H -2.664 3.769 -0.941  0.001
80 H -3.501 2.443 -0.074  -0.002
81 H -4.104 2.972 -1.671  0.001
82 H -2.672 2.722 -3.867  0.000
83 H -1.020 2.052 -3.856  -0.001
84 H -1.366 3.559 -2.949  0.000
85 C 3.643 -3.453 -2.798  0.000
86 C 3.051 -4.577 -1.951  0.001
87 C 1.578 -4.817 -2.280  -0.002
88 C 3.283 -4.329 -0.459  -0.001
89 N 2.741 -3.043 -0.015  0.004
90 C 1.486 -2.681 0.196  0.001
91 N 1.487 -1.433 0.609  0.029
92 N 2.791 -1.045 0.612  0.015
93 N 3.531 -1.993 0.235  0.002
94 H 3.550 -3.686 -3.859  0.000
95 H 4.701 -3.300 -2.575  0.000
96 H 3.121 -2.509 -2.619  0.000
97 H 3.606 -5.497 -2.159  0.000
98 H 0.985 -3.904 -2.170  0.000
99 H 1.148 -5.590 -1.639  0.000
100 H 1.466 -5.141 -3.315  0.000
101 H 4.346 -4.291 -0.232  0.000
102 H 2.823 -5.110 0.145  0.000
103 H 0.636 -3.327 0.076  0.001